C19H20N3O | the ωB97M-V functional and the def2-TZVPD basis

Summary:
- Kohn-Sham gap: 5.477 eV
- Charge: +1
- E_HOMO: -11.72 eV

XYZ file:
```
43
Properties=species:S:1:pos:R:3:forces:R:3
C 2.2173 -0.8013 0.0445 -0.1 0.2 0.5
C 0.6736 -0.6977 -0.0916 0.0 -1.0 -1.3
C 0.1485 -0.1472 -1.4296 0.0 0.0 -0.4
C -0.7702 -0.9375 -2.1453 -0.2 -0.1 0.0
C -1.1521 -2.3195 -1.6675 -0.3 -0.2 0.1
C -1.3167 -0.4565 -3.3349 0.3 0.1 0.1
C -0.9073 0.7640 -3.8779 -0.1 -0.2 0.3
C -1.4689 1.2184 -5.1911 -0.1 0.2 -0.3
C 0.0584 1.4996 -3.1945 0.0 -0.2 -0.1
C 0.6215 1.0404 -2.0030 -0.3 0.0 0.1
C 1.7183 1.8511 -1.3842 0.3 0.4 0.0
H 2.4432 -1.5599 0.8085 0.1 0.2 -0.2
H 2.6250 -1.1472 -0.9135 -0.1 0.2 0.3
H 2.7003 0.1411 0.3423 -0.1 -0.4 -0.2
H 0.3450 -1.7518 -0.0986 0.1 0.4 -0.1
H -1.8786 -2.7712 -2.3575 0.2 0.1 0.3
H -0.2795 -2.9989 -1.6309 -0.3 0.3 0.0
H -1.5976 -2.2897 -0.6602 0.1 -0.2 -0.5
H -2.0628 -1.0524 -3.8658 0.3 0.1 0.1
H -1.0701 2.1986 -5.4697 -0.1 -0.2 0.0
H -1.2088 0.5066 -5.9868 0.0 0.2 0.2
H -2.5651 1.2814 -5.1656 0.3 0.0 0.0
H 0.3955 2.4512 -3.6092 0.0 -0.3 0.1
H 1.8994 2.7494 -1.9847 -0.1 -0.1 0.2
H 1.4489 2.1828 -0.3734 0.1 0.1 -0.1
H 2.6754 1.3153 -1.3305 -0.3 0.1 -0.1
O -1.5765 -2.0437 1.5410 2.2 2.8 0.8
C -0.8754 -1.0925 1.9399 -3.1 -3.1 0.8
C -0.6567 -0.6410 3.3268 0.7 -0.2 0.6
C 0.1691 0.4897 3.2799 0.1 -0.9 1.9
C 0.8994 0.9271 4.3800 -0.3 0.4 -0.9
C 0.7373 0.2348 5.5854 -0.4 -0.6 0.0
C -0.0336 -0.9399 5.6258 0.2 0.5 0.3
C -0.7075 -1.4027 4.4901 -0.4 0.2 -0.2
N 0.4858 0.7308 1.9404 -1.1 -1.4 -2.6
C 0.0084 -0.2418 1.1292 2.8 2.8 0.7
N -2.4368 1.5659 0.4016 0.2 2.1 -3.1
N -2.3859 2.2143 -0.5047 -0.2 -2.2 3.0
H 1.6195 1.7413 4.2598 -0.3 -0.2 0.3
H 1.2611 0.5790 6.4807 -0.2 -0.2 -0.3
H -0.0779 -1.5101 6.5536 0.0 0.1 -0.3
H -1.2360 -2.3560 4.4865 0.1 0.3 0.1
H 1.1131 1.4756 1.6548 0.1 -0.3 -0.2
```
Positions in Å, forces in eV/Å.